The following is a DFT calculation (wB97M-V/def2-TZVPD) of a molecular structure, C21H20CrF9N2O4.

The geometry in ORCA input format:
```
! wB97M-V def2-TZVPD RIJCOSX def2/J DEFGRID3
* xyz 0 4
Cr -0.663 -0.341 0.511
O 3.229 0.163 1.174
C 2.018 0.083 1.183
O 1.227 0.027 0.167
C 1.294 -0.018 2.518
C 1.968 0.163 3.741
C 1.241 0.093 4.892
C -0.156 -0.138 4.842
C -0.970 -0.190 5.999
C -2.316 -0.383 5.883
C -2.911 -0.528 4.610
C -2.155 -0.491 3.473
C -0.760 -0.306 3.581
N 0.005 -0.265 2.452
H 3.029 0.355 3.714
H 1.714 0.227 5.856
H -0.507 -0.061 6.969
H -2.938 -0.414 6.767
H -3.983 -0.657 4.536
H -2.606 -0.568 2.491
C -3.405 -2.805 0.572
C -3.240 -1.744 -0.514
C -4.575 -1.043 -0.757
C -2.727 -2.368 -1.810
O -2.318 -0.762 -0.090
H -4.061 -3.608 0.231
H -3.846 -2.372 1.471
H -2.442 -3.241 0.840
H -5.369 -1.766 -0.955
H -4.509 -0.364 -1.606
H -4.844 -0.457 0.122
H -3.468 -3.046 -2.237
H -1.809 -2.932 -1.637
H -2.520 -1.583 -2.538
F -0.839 4.853 -0.152
C -0.423 3.638 0.236
F 0.656 3.319 -0.489
F -0.035 3.735 1.507
C -1.515 2.528 0.080
O -1.130 1.472 0.816
C -1.660 2.180 -1.437
F -2.859 1.660 -1.722
F -0.742 1.264 -1.785
F -1.489 3.241 -2.236
C -2.876 3.066 0.611
F -3.743 2.066 0.790
F -3.437 3.956 -0.221
F -2.717 3.667 1.797
C 2.693 -4.429 0.252
C 1.226 -4.549 -0.165
C 0.510 -3.307 0.101
N -0.020 -2.325 0.344
H 3.213 -5.355 0.011
H 2.779 -4.251 1.322
H 3.181 -3.609 -0.271
H 0.709 -5.343 0.379
H 1.123 -4.766 -1.229
*
```

Properties
- highest occupied orbital energy (alpha / beta) (eV) = -9.0 / -9.5
- maximum force (eV/A) = 0.269
- gap between HOMO and LUMO (alpha / beta) (hartree) = 0.309 / 0.323
- molecular weight (g mol⁻¹) = 587.4
- energy above the lowest of the compared OMol25 structures with the same formula, charge and spin (kcal/mol) = 6.9